Record 1
Below is 2 unconnected molecules or ions with the total composition C7H12O in a non-equilibrium geometry, with properties calculated with the ωB97M-V functional and the def2-TZVPD basis.

The calculation puts the total energy at -349.01972 Eh. For the energy above the lowest of the compared OMol25 structures with the same formula, charge and spin, the calculation gives 338.5 kJ/mol. Its highest occupied orbital energy is -8.89 eV. The charge is 0. The SMILES is C=CC(=C)/C=C/C.O.

Geometry as XYZ:
```
20
Properties=species:S:1:pos:R:3:forces:R:3
C -2.948 1.332 0.996 0.7 0.2 0.8
C -1.669 0.951 1.293 -3.2 0.7 -0.4
C -0.737 0.462 0.310 -0.1 1.8 -1.1
C -0.496 1.116 -0.840 -2.5 -0.1 0.4
C 0.216 -0.461 0.870 -2.0 -3.8 -3.3
C 0.359 -1.749 0.502 -1.1 1.4 -1.7
C 1.552 -2.551 0.652 0.9 -1.7 1.7
H -3.794 1.634 1.662 1.4 -0.3 0.0
H -3.264 1.444 -0.034 0.3 -0.5 -0.2
H -1.238 0.863 2.268 -0.5 0.1 0.9
H -1.231 1.920 -1.148 1.3 -0.9 0.2
H 0.188 0.666 -1.512 0.7 0.1 -0.7
H 0.731 0.042 1.556 3.1 1.4 2.8
H -0.340 -2.352 -0.123 -0.3 1.5 0.3
H 1.612 -3.298 -0.252 0.1 1.2 2.2
H 2.454 -1.876 0.674 -0.7 -1.2 0.3
H 1.263 -3.033 1.715 1.8 0.1 -2.3
O 2.688 1.001 -2.776 -1.0 1.6 -1.9
H 1.774 1.062 -3.148 1.3 -0.2 0.6
H 2.677 0.322 -2.142 -0.2 -1.4 1.3
```
Positions in Å, forces in eV/Å.

Results of the natural (NBO) charge analysis, in e, for atoms 1 through 4: atom 1 (C): -0.374, atom 2 (C): -0.208, atom 3 (C): -0.056, atom 4 (C): -0.369

=====

Record 2
Below is a molecular structure, C36H43CdF6N5O7S2, with properties calculated with the ωB97M-V functional and the def2-TZVPD basis.

The calculation puts the total energy at -3761.37106 Eh. For the energy above the lowest of the compared OMol25 structures with the same formula, charge and spin, the calculation gives 97.2 kJ/mol. Its highest occupied orbital energy is -0.51 eV. The charge is -2.

Geometry as XYZ:
```
100
Properties=species:S:1:pos:R:3:forces:R:3
Cd -1.085 -0.001 0.011 0.1 -0.5 0.1
C -0.689 -3.644 1.681 0.0 0.1 0.0
C 0.709 -3.221 1.240 -0.3 0.0 -0.1
N 0.709 -1.971 0.467 0.1 0.5 0.0
C 1.483 -2.054 -0.778 -0.3 -0.1 0.0
C 0.743 -2.881 -1.830 -0.1 0.1 0.1
N -0.479 -2.226 -2.232 0.1 -0.2 -0.1
C -1.409 -3.036 -2.996 0.1 0.0 0.1
C -2.317 -3.866 -2.087 0.0 0.1 0.0
C -3.519 -3.088 -1.544 0.2 0.0 0.2
N -3.161 -1.827 -0.914 -0.2 0.0 -0.2
C -3.992 -1.397 0.194 0.3 -0.1 0.0
C -3.474 -2.057 1.473 0.0 0.1 -0.2
N -2.120 -1.620 1.814 0.1 0.8 -0.1
C -1.359 -2.610 2.586 0.0 -0.2 -0.2
H -0.602 -4.594 2.217 0.0 0.0 0.0
H -1.311 -3.800 0.794 0.0 -0.1 0.0
H 1.125 -4.014 0.616 0.1 0.0 0.0
H 1.344 -3.125 2.122 0.0 0.0 0.0
H 1.058 -1.221 1.055 0.3 -0.1 0.0
H 2.464 -2.514 -0.614 0.1 0.0 0.1
H 1.638 -1.044 -1.163 0.0 0.0 0.0
H 0.496 -3.859 -1.404 0.0 0.0 0.0
H 1.423 -3.062 -2.677 0.1 -0.1 0.0
H -0.257 -1.381 -2.741 -0.1 0.3 0.1
H -0.888 -3.696 -3.708 0.0 0.0 -0.1
H -2.030 -2.360 -3.592 0.1 0.0 -0.1
H -1.722 -4.233 -1.244 0.0 0.0 -0.1
H -2.694 -4.735 -2.638 0.0 0.0 0.1
H -4.014 -3.714 -0.794 -0.1 0.0 0.0
H -4.248 -2.944 -2.356 -0.1 0.0 -0.1
H -2.995 -1.092 -1.594 0.0 0.0 0.1
H -5.055 -1.651 0.065 -0.1 0.0 0.0
H -3.915 -0.312 0.291 -0.1 0.0 0.0
H -3.425 -3.133 1.291 0.0 -0.1 0.1
H -4.179 -1.897 2.297 0.0 0.0 0.1
H -2.138 -0.743 2.327 -0.2 -0.1 0.2
H -2.014 -3.114 3.307 -0.1 0.0 0.0
H -0.592 -2.090 3.151 -0.1 0.0 0.0
C 2.161 3.997 4.881 0.0 0.1 -0.1
O 1.182 4.872 4.337 0.2 0.0 0.3
C 0.358 4.347 3.389 -0.1 -0.1 -0.2
C -0.793 5.106 3.107 0.0 0.0 0.0
C -1.699 4.592 2.214 -0.1 -0.1 0.0
C -1.524 3.348 1.588 0.0 0.0 -0.1
C -2.596 2.792 0.766 0.0 0.3 0.0
C -3.354 3.691 -0.177 0.0 0.2 0.0
O -2.895 1.603 0.765 0.0 -0.5 0.2
C -0.298 2.627 1.780 0.1 -0.1 -0.2
O 0.043 1.601 1.091 -0.1 -0.1 0.4
C 0.617 3.169 2.731 -0.1 -0.1 0.0
H 2.538 4.479 5.781 0.0 0.0 0.0
H 2.989 3.831 4.186 0.0 0.0 0.0
H 1.737 3.027 5.135 -0.1 0.0 0.0
H -0.952 6.049 3.613 0.0 -0.1 0.0
H -2.615 5.145 2.035 0.0 0.0 0.0
H -3.232 4.749 0.044 0.0 0.0 -0.1
H -4.409 3.417 -0.205 0.0 0.0 0.0
H -2.923 3.490 -1.165 0.0 0.0 0.0
H 1.513 2.592 2.913 0.0 0.0 0.0
C -1.239 0.738 -1.958 0.3 0.1 -0.6
C -0.439 0.982 -2.877 -0.4 0.2 0.0
C 0.444 1.340 -3.920 0.2 0.0 0.1
C 0.659 0.383 -4.993 0.0 0.1 0.2
C 1.902 0.198 -5.649 0.0 -0.1 -0.1
C 2.104 -0.825 -6.563 -0.1 0.1 0.1
C 1.081 -1.710 -6.901 0.0 0.1 0.0
C -0.160 -1.528 -6.297 0.0 0.1 0.1
C -0.367 -0.513 -5.375 0.0 -0.1 -0.1
C 1.214 2.566 -3.765 -0.1 -0.1 -0.1
C 1.856 3.212 -4.847 0.1 0.1 0.1
C 2.575 4.388 -4.678 -0.1 -0.1 0.0
C 2.682 4.992 -3.430 0.0 0.0 0.0
C 2.033 4.391 -2.353 -0.1 -0.1 0.0
C 1.317 3.215 -2.511 0.1 0.1 0.0
H 2.733 0.838 -5.382 0.0 0.0 0.0
H 3.087 -0.951 -7.006 0.0 0.0 0.0
H 1.250 -2.516 -7.606 0.0 0.0 0.0
H -0.984 -2.187 -6.556 0.0 0.0 0.0
H -1.342 -0.383 -4.920 0.0 0.0 0.0
H 1.764 2.789 -5.839 0.0 0.0 0.0
H 3.056 4.843 -5.538 0.0 0.0 0.0
H 3.261 5.900 -3.298 0.0 0.0 0.0
H 2.095 4.838 -1.365 0.0 0.0 0.0
H 0.833 2.761 -1.652 0.0 0.0 0.0
F 0.174 -1.584 6.460 0.0 0.0 0.1
C 0.347 -0.364 5.953 -0.2 0.1 -0.3
F 0.934 0.409 6.858 0.1 0.0 0.1
F -0.875 0.140 5.717 0.0 0.1 0.1
S 1.297 -0.393 4.323 -0.1 -0.1 0.2
O 0.245 -0.169 3.371 0.5 -0.2 0.0
O 2.342 0.579 4.476 -0.1 0.1 0.0
N 1.835 -1.889 4.182 0.1 0.3 0.3
S 3.074 -2.278 5.108 0.0 0.0 0.2
O 3.037 -1.676 6.414 0.0 0.0 -0.1
O 3.331 -3.685 5.018 -0.2 0.0 -0.2
C 4.576 -1.512 4.277 -0.1 -0.1 0.0
F 5.072 -0.508 4.994 0.0 0.1 0.0
F 5.531 -2.448 4.176 0.1 0.0 0.0
F 4.301 -1.081 3.048 0.0 0.0 0.0
```
Positions in Å, forces in eV/Å.

Results of the Mulliken charge analysis, in e, for atoms 1 through 4: atom 1 (Cd): 4.736, atom 2 (C): 0.143, atom 3 (C): -1.107, atom 4 (N): 0.252

=====

Record 3
Below is C4H6FNO in the gas phase in a non-equilibrium geometry, with properties calculated with the ωB97M-V functional and the def2-TZVPD basis.

The calculation puts the total energy at -385.73638 Eh. For the energy above the lowest of the compared OMol25 structures with the same formula, charge and spin, the calculation gives 360.1 kJ/mol. Its highest occupied orbital energy is -9.64 eV. The charge is 0. The SMILES is C=C(F)/C=N\OC.

Geometry as XYZ:
```
13
Properties=species:S:1:pos:R:3:forces:R:3
C 1.621 1.266 -0.120 -0.5 4.1 0.4
C 1.767 -0.003 0.048 0.2 -3.7 -0.3
F 3.005 -0.652 0.119 -0.5 1.5 0.4
C 0.828 -1.125 -0.024 0.4 -2.6 -1.4
N -0.425 -1.218 -0.177 0.4 1.9 1.0
O -0.908 0.085 -0.010 0.2 -0.8 -0.2
C -2.265 0.023 0.124 -3.4 0.1 1.0
H 2.543 1.879 0.100 -1.1 -0.5 -0.8
H 0.595 1.801 -0.315 2.4 -1.5 0.6
H 1.228 -2.140 -0.191 0.5 0.8 0.3
H -2.584 1.022 -0.252 -0.4 -0.6 0.8
H -2.726 -0.736 -0.586 0.6 0.7 1.0
H -2.678 -0.202 1.285 1.2 0.7 -3.1
```
Positions in Å, forces in eV/Å.

Results of the natural (NBO) charge analysis, in e, for atoms 1 through 4: atom 1 (C): -0.437, atom 2 (C): 0.310, atom 3 (F): -0.348, atom 4 (C): -0.017

=====

Record 4
Below is 2 unconnected molecules or ions with the total composition C3H11NS2 in a non-equilibrium geometry, with properties calculated with the ωB97M-V functional and the def2-TZVPD basis.

The calculation puts the total energy at -971.94305 Eh. For the energy above the lowest of the compared OMol25 structures with the same formula, charge and spin, the calculation gives 197.1 kJ/mol. Its highest occupied orbital energy is -8.77 eV. The charge is 0. The SMILES is CNC.CSS.

Geometry as XYZ:
```
17
Properties=species:S:1:pos:R:3:forces:R:3
C -1.153 2.739 -2.129 -1.2 -0.7 -2.6
N -1.390 1.259 -2.305 3.4 -0.2 -0.4
C -1.298 0.601 -0.952 -1.3 -1.7 -1.2
H -2.126 3.162 -2.373 -0.2 0.5 0.7
H -0.857 2.973 -1.124 0.5 0.4 0.2
H -0.560 3.187 -2.976 0.2 -0.6 1.3
H -0.589 0.850 -2.993 -2.4 1.2 2.5
H -0.431 0.851 -0.291 -0.4 0.0 -0.7
H -1.216 -0.530 -1.283 -0.5 2.0 1.5
H -2.287 0.856 -0.357 2.0 -0.8 -1.2
C 2.764 -2.049 1.986 -0.1 -3.5 0.2
S 1.660 -2.933 3.209 -0.8 -0.1 0.0
S -0.381 -2.795 2.546 1.3 -0.2 -0.1
H 3.429 -2.956 1.589 -1.3 2.5 0.6
H 3.291 -1.329 2.572 0.4 0.6 -0.2
H 2.056 -1.689 1.264 0.3 0.5 -0.6
H -0.913 -2.197 3.616 0.2 0.3 0.1
```
Positions in Å, forces in eV/Å.

Results of the natural (NBO) charge analysis, in e, for atoms 1 through 4: atom 1 (C): -0.440, atom 2 (N): -0.629, atom 3 (C): -0.432, atom 4 (H): 0.195

=====

> highest occupied orbital energy of number 2 (C36H43CdF6N5O7S2)?

-0.51 eV

=====

> What is the formula in the fourth record?

C3H11NS2

=====

> What is the formula in the first record?

C7H12O

=====

> Which of these has the lowest highest occupied orbital energy?

C4H6FNO